No. 1
125
Properties=species:S:1:pos:R:3:forces:R:3 method="wB97M-V/def2-TZVPD" e_homo_ev=-5.92 lumo_ha=0.0880 total_charge=-1 gap_ev=8.31 relative_energy_kj_mol=21.3
Cl -37.092032 -22.690267 -8.141050 0.07 -1.14 -0.35
O -38.439234 -22.978175 -7.695061 -0.72 0.60 0.28
O -36.356231 -22.025085 -7.098855 -0.01 0.16 0.03
O -36.510353 -23.958522 -8.471744 0.61 0.19 -0.08
O -37.130063 -21.859955 -9.330506 -0.19 0.40 0.07
C -38.054771 -27.849002 -10.403650 -0.07 -0.49 -0.39
O -37.476955 -27.465913 -9.184667 -0.38 -0.34 0.21
C -38.510977 -27.451908 -8.212154 -0.16 0.18 -0.46
C -38.053089 -27.288387 -6.780099 0.06 0.57 0.03
N -37.099007 -26.212981 -6.568406 -0.32 -0.35 -0.12
C -36.759531 -26.063714 -5.172921 -0.30 0.79 -0.08
C -35.701424 -24.982921 -4.943073 -0.23 -1.24 -0.48
O -34.602810 -25.212311 -5.806130 0.37 0.24 0.67
C -33.652691 -24.202066 -5.595811 0.40 0.99 -0.18
H -38.715450 -28.716628 -10.274946 0.04 -0.15 0.10
H -37.287553 -28.154293 -11.113033 0.23 0.23 0.08
H -38.681982 -27.087334 -10.873073 0.11 0.36 0.19
H -39.076243 -28.391567 -8.298799 0.03 -0.08 0.23
H -39.238305 -26.677036 -8.499519 0.12 0.24 0.19
H -37.616622 -28.221662 -6.415274 -0.03 0.01 0.04
H -38.979976 -27.062247 -6.222168 -0.10 -0.50 0.16
H -37.509791 -25.351167 -6.917924 0.36 0.06 -0.17
H -36.459724 -27.029445 -4.759275 0.28 0.01 -0.14
H -37.615948 -25.726187 -4.554999 -0.13 -0.19 0.02
H -35.422628 -25.124195 -3.889092 0.29 0.50 0.04
H -36.103309 -23.982361 -5.123041 -0.10 0.06 0.07
H -32.690983 -24.401939 -6.069527 -0.15 -0.60 -0.05
H -33.468276 -23.996981 -4.533825 0.01 -0.30 0.14
H -33.955908 -23.234727 -6.019656 -0.39 -0.12 -0.06
C -42.483767 -22.820994 -3.903638 0.08 -0.29 0.62
O -42.452548 -23.196394 -5.247165 -0.46 0.27 -0.27
C -41.394396 -24.057562 -5.601399 0.41 0.28 -0.61
C -41.525692 -24.378189 -7.081715 -0.22 -0.31 0.58
N -42.598398 -25.369462 -7.264628 -0.13 0.53 -1.06
C -42.723708 -25.721176 -8.688934 -0.20 -0.57 0.02
C -43.994228 -26.553243 -8.888965 0.67 1.32 -0.26
O -45.079986 -25.655600 -8.695731 -0.30 -0.55 0.31
C -46.323548 -26.327495 -8.647740 0.34 0.35 0.25
H -43.231003 -22.042129 -3.770465 0.08 0.14 -0.15
H -41.511641 -22.463927 -3.542771 0.04 0.19 -0.15
H -42.755381 -23.653265 -3.238175 -0.03 -0.16 -0.15
H -41.454710 -24.975429 -5.006110 0.25 -0.01 0.00
H -40.429105 -23.540688 -5.486321 -0.04 -0.12 0.40
H -40.572724 -24.753412 -7.461095 -0.04 -0.21 0.07
H -41.717669 -23.449670 -7.632208 -0.02 0.04 0.02
H -43.463843 -24.842732 -7.137879 0.06 -0.19 0.61
H -41.874209 -26.318157 -9.036944 0.12 0.06 0.22
H -42.763851 -24.822458 -9.316403 -0.03 -0.05 -0.14
H -43.994370 -27.359768 -8.150417 -0.21 -0.17 -0.14
H -44.031714 -26.894015 -9.930926 0.02 -0.45 0.16
H -47.067965 -25.541123 -8.555767 -0.25 -0.13 -0.24
H -46.415483 -26.978189 -7.772301 0.17 -0.04 0.11
H -46.466316 -26.951475 -9.532706 -0.19 0.11 -0.20
C -38.675578 -18.858002 -10.753812 0.56 -0.25 -0.25
O -39.728908 -19.781959 -10.872561 -0.50 0.59 0.02
C -40.213691 -20.186288 -9.604949 0.33 -0.10 0.37
C -41.251426 -21.290365 -9.777628 0.16 -0.26 -0.10
N -40.740548 -22.637827 -10.062858 0.11 0.45 -0.11
C -40.017576 -22.694386 -11.334241 0.27 -0.62 -0.09
C -39.540163 -24.124664 -11.604388 0.98 0.59 0.94
O -39.203244 -24.308831 -12.959094 -0.89 0.08 -0.46
C -38.600308 -25.538076 -13.209422 1.93 0.01 0.25
H -37.915527 -19.290046 -10.091722 0.16 0.22 -0.05
H -38.938053 -17.853315 -10.398201 -0.45 -0.19 0.26
H -38.253633 -18.710730 -11.749728 0.05 -0.18 0.02
H -40.626229 -19.343302 -9.031070 -0.25 0.17 -0.29
H -39.350200 -20.506345 -9.005203 -0.11 -0.40 -0.01
H -41.917624 -20.981816 -10.587064 -0.08 -0.07 -0.03
H -41.859631 -21.393145 -8.877185 -0.01 0.25 0.08
H -40.067303 -22.836897 -9.321231 -0.05 -0.18 -0.04
H -39.090954 -22.120157 -11.275697 -0.22 0.41 -0.33
H -40.645226 -22.325688 -12.147888 -0.04 0.03 0.06
H -40.200624 -24.887582 -11.177385 -0.30 -0.03 -0.37
H -38.596164 -24.153875 -11.036493 -0.05 -0.59 0.16
H -37.723752 -25.668799 -12.551298 -0.35 -0.11 0.44
H -38.064701 -25.503704 -14.161456 -0.77 0.03 -0.42
H -39.224267 -26.429625 -13.112588 -0.35 0.16 -0.11
C -38.726424 -19.820276 -5.921667 0.07 -0.05 0.15
O -40.038031 -19.290141 -5.855522 -0.01 0.19 -0.03
C -41.069712 -20.209296 -6.107813 -0.76 -0.26 -0.55
C -42.391061 -19.470902 -6.134940 0.39 1.19 0.61
N -42.737984 -19.057979 -4.770716 -0.22 0.06 0.18
C -43.845385 -18.112266 -4.740997 -0.31 -0.37 -0.05
C -43.976512 -17.425917 -3.408749 0.68 0.02 0.97
O -42.838854 -16.592211 -3.171209 -0.32 -0.16 -0.30
C -42.934140 -15.925986 -1.947403 1.06 0.69 0.24
H -38.587418 -20.663327 -5.240144 -0.08 -0.06 0.07
H -38.059312 -19.014738 -5.624463 0.05 0.02 0.03
H -38.430529 -20.160215 -6.915505 -0.24 0.00 -0.13
H -41.147085 -20.980099 -5.334589 0.32 -0.10 -0.08
H -40.990511 -20.676461 -7.094745 0.54 -0.21 0.15
H -43.187570 -20.041686 -6.613402 0.01 -0.25 0.25
H -42.257586 -18.539878 -6.712745 0.06 -0.27 -0.41
H -41.915823 -18.601595 -4.385448 -0.01 -0.01 -0.04
H -44.767161 -18.684092 -4.891076 -0.08 0.06 -0.10
H -43.794142 -17.377788 -5.557029 0.08 0.17 0.05
H -43.969117 -18.163768 -2.592135 -0.20 -0.22 -0.23
H -44.891082 -16.836408 -3.269973 -0.06 0.01 -0.46
H -41.978396 -15.419896 -1.774963 -0.01 -0.03 -0.21
H -43.035331 -16.581351 -1.075792 -0.49 -0.21 -0.16
H -43.678109 -15.123175 -1.963439 -0.38 -0.26 0.10
C -34.185652 -21.247304 -15.542620 0.38 0.56 -0.21
O -34.505838 -21.861106 -14.326212 -0.19 0.48 -0.43
C -35.761701 -21.391043 -13.860141 -0.03 -0.45 0.58
C -36.032934 -22.115549 -12.531628 0.09 0.33 -1.15
N -34.985647 -21.939647 -11.511246 -0.52 0.12 -0.29
C -34.696905 -20.521429 -11.305431 -0.69 0.22 0.77
C -33.739568 -20.262378 -10.169019 1.35 -0.78 -0.14
O -32.454750 -20.847157 -10.475040 -0.51 0.45 0.34
C -31.473077 -20.412026 -9.565071 0.46 -0.61 -0.73
H -33.258029 -21.655590 -15.939280 -0.01 -0.23 0.13
H -34.023313 -20.167973 -15.420032 0.02 0.07 0.16
H -34.960063 -21.327942 -16.314666 -0.20 -0.35 0.10
H -36.514748 -21.627683 -14.622583 -0.24 -0.21 0.23
H -35.809827 -20.300414 -13.750409 0.42 0.07 0.00
H -36.097666 -23.159611 -12.845790 -0.01 -0.17 0.53
H -37.011221 -21.802748 -12.142216 -0.07 0.03 -0.16
H -35.536325 -22.194878 -10.692754 0.66 -0.30 0.40
H -35.631642 -20.035648 -10.969505 0.02 0.39 -0.35
H -34.334149 -20.028938 -12.204576 0.08 -0.16 -0.12
H -34.093750 -20.705527 -9.230821 -0.18 0.06 -0.01
H -33.532331 -19.198324 -10.007504 -0.56 0.17 -0.09
H -31.174913 -19.367623 -9.724830 -0.29 0.15 0.10
H -30.599028 -21.019201 -9.817131 0.06 0.05 0.33
H -31.747332 -20.577267 -8.519376 -0.09 0.03 0.03

=====

No. 2
8
Properties=species:S:1:pos:R:3:forces:R:3 method="wB97M-V/def2-TZVPD" e_homo_ev=-10.97 lumo_ha=-0.0418 gap_ev=9.83 relative_energy_kj_mol=620.7
C 2.008030 -0.523034 -0.117924 -0.33 -3.34 0.81
N 2.121248 -1.697685 0.131893 0.02 3.36 -1.65
N 2.669785 0.769188 -0.116019 0.39 -2.54 0.08
O 2.118856 -2.885090 0.109601 -0.12 0.43 0.50
O 2.751654 1.325208 -1.155163 -0.46 1.11 -1.62
O 3.210728 1.033080 0.904824 0.51 0.96 1.88
H -0.693658 0.279612 -0.505012 -1.73 1.87 2.57
H -1.121734 0.744650 0.135375 1.71 -1.86 -2.57

=====

No. 3
55
Properties=species:S:1:pos:R:3:forces:R:3 method="wB97M-V/def2-TZVPD" e_homo_ev=-11.33 lumo_ha=-0.1937 total_charge=+1 gap_ev=6.06 relative_energy_kj_mol=71.6
C -3.550045 1.789588 -1.331748 0.27 0.09 0.18
C -2.385190 2.181899 -0.479644 0.63 0.17 -0.25
C -2.318068 1.906600 0.844796 0.94 -0.75 0.89
C -1.164444 2.267980 1.703621 -0.95 2.97 -0.88
H -0.359085 1.174049 1.887869 0.56 -0.53 0.41
C -0.312576 3.375872 1.133461 0.29 -0.83 -0.22
C 0.655352 4.214034 1.957729 -0.03 -0.08 -0.17
C -0.352585 3.617752 -0.194470 0.15 -0.19 -0.15
C -1.290234 2.961988 -1.163742 -0.19 0.56 1.90
H -3.483083 2.300457 -2.292916 -0.23 -0.11 0.05
H -3.542460 0.708952 -1.502888 -0.10 0.08 0.01
H -4.464389 2.072720 -0.809780 -0.15 -0.15 -0.20
H -3.112704 1.350364 1.345627 0.07 0.14 -0.29
H -1.407700 2.470018 2.768300 0.27 -0.77 -0.52
H 0.454052 4.150259 3.036707 0.14 0.12 -0.36
H 1.692690 3.900795 1.746142 -0.36 0.01 0.33
H 0.588084 5.266230 1.611197 -0.04 -0.58 0.46
H 0.326653 4.387368 -0.600129 -0.46 -0.37 0.18
H -0.741451 2.344679 -1.849995 0.37 -0.69 -0.53
H -1.700445 3.758704 -1.779954 -0.36 0.03 -0.20
C 2.976662 -3.396776 -4.703573 -0.11 -0.22 -0.01
C 2.041683 -3.972889 -3.851353 -0.37 -0.02 0.30
C 0.959858 -3.237802 -3.378530 -0.19 1.16 -0.58
C 0.792546 -1.930665 -3.865759 0.64 0.15 0.19
O -0.274298 -1.145170 -3.352080 0.52 0.29 0.46
C -0.042176 -0.777686 -2.018579 0.50 -1.21 -0.74
C 1.027058 0.083050 -1.683616 -0.55 -0.86 0.00
C 1.344313 0.213975 -0.341673 0.18 0.82 -0.90
C 0.518273 -0.334685 0.623260 -1.04 1.00 1.36
C 0.568844 0.266664 1.997776 0.92 -2.18 -0.33
C 0.295535 -0.760290 3.099194 -0.61 0.64 0.72
C -0.009347 -0.281173 4.385871 -0.01 -0.33 0.55
C -0.250206 -1.159108 5.458834 -0.15 0.30 -0.21
C -0.246962 -2.541296 5.257098 -0.09 0.45 -0.54
C 0.022425 -3.042645 3.984999 0.08 0.29 -0.38
C 0.323543 -2.161889 2.928871 0.25 -0.52 -0.55
C -0.582711 -1.149943 0.271278 -0.30 -0.09 -0.25
C -0.792033 -1.479788 -1.057380 0.26 0.87 -0.37
C 1.715450 -1.335754 -4.750730 -0.90 -0.55 0.95
C 2.822354 -2.083688 -5.131822 -0.22 0.13 -0.05
H 3.813218 -3.996536 -5.045038 -0.02 0.16 0.03
H 2.118550 -5.001127 -3.518684 0.28 0.03 -0.10
H 0.239483 -3.604945 -2.647072 0.26 -0.16 -0.29
H 1.616503 0.558834 -2.459568 -0.06 -0.17 0.02
H 2.206739 0.828357 -0.056588 -0.42 -0.22 -0.01
H 1.511809 0.839283 2.216719 -1.19 -0.09 -0.33
H -0.065075 0.798240 4.568911 0.07 -0.38 -0.09
H -0.502590 -0.771683 6.455846 0.22 -0.07 -0.57
H -0.500062 -3.209285 6.065434 0.06 -0.05 0.09
H -0.034880 -4.125874 3.790291 0.24 0.68 0.12
H 0.617772 -2.619702 1.955725 -0.35 0.57 0.89
H -1.323044 -1.530572 0.987308 0.71 0.25 -0.01
H -1.539340 -2.212405 -1.388594 0.28 0.51 0.19
H 1.537467 -0.308480 -5.062876 0.17 -0.24 -0.04
H 3.560244 -1.616855 -5.764100 0.13 -0.08 -0.16

=====

No. 4
20
Properties=species:S:1:pos:R:3:forces:R:3 method="wB97M-V/def2-TZVPD" e_homo_ev=-8.48 lumo_ha=0.0362 gap_ev=9.46 relative_energy_kj_mol=62.6
C -0.907146 0.398815 -0.746306 -0.78 0.49 1.03
C -2.077686 0.939805 -1.576486 -0.26 -0.64 -0.70
C -2.445030 0.043826 -2.782224 1.81 -0.68 0.18
H -0.732366 -0.646157 -0.973573 0.39 -0.05 0.07
H -1.124260 0.491170 0.323068 -0.25 -0.42 -0.02
H -0.016535 1.017951 -0.782608 0.34 -0.20 -0.75
H -2.996411 1.048468 -0.997851 0.23 0.31 0.24
H -1.800066 1.895582 -2.006337 -0.14 0.36 0.19
H -1.534682 -0.485100 -3.115761 -0.02 0.27 0.06
H -3.110789 -0.798640 -2.596739 -0.51 0.46 0.14
H -2.693695 0.651826 -3.627699 -0.84 0.13 -0.47
C 1.282954 -0.533946 3.154815 0.00 0.21 -0.17
S 1.456747 -1.321204 1.530725 0.00 0.32 0.19
C 2.992881 -0.499787 0.989991 -0.36 -0.27 0.14
H 2.265689 -0.557443 3.612811 0.00 0.04 0.31
H 0.923695 0.495338 3.098505 0.12 -0.02 -0.17
H 0.577044 -1.077584 3.773302 -0.02 -0.28 -0.06
H 3.644689 -1.305429 0.682637 0.28 0.09 -0.40
H 3.460982 -0.002018 1.826417 0.07 0.07 0.32
H 2.833988 0.244531 0.213305 -0.06 -0.18 -0.14

=====

No. 5
45
Properties=species:S:1:pos:R:3:forces:R:3 method="wB97M-V/def2-TZVPD" e_homo_ev="-0.23 / -1.66" lumo_ha="0.1448 / 0.1448" total_charge=-2 gap_ev="4.17 / 5.60" spin_multiplicity=2
Be 1.619480 -0.068444 -0.480760 -0.16 -0.33 -0.33
S 5.616332 -2.398180 -0.631506 -0.18 -0.01 0.03
Sb 3.959350 -1.636293 0.739007 -0.01 -0.02 -0.08
S 1.044297 -0.924805 2.921713 -0.01 0.17 -0.01
S 3.562719 0.632681 0.211520 0.15 -0.01 0.05
Cl -0.415231 -3.849310 -5.967934 0.03 0.05 0.05
C 0.146022 -2.655555 -4.787858 0.02 0.03 0.03
C 0.145597 -1.309925 -5.136825 0.03 0.02 0.06
C 0.581503 -0.372121 -4.197248 -0.02 -0.02 -0.05
C 1.013727 -0.733668 -2.915366 0.02 0.01 0.08
O 1.405500 0.166242 -2.061549 -0.03 -0.05 -0.05
C 1.014853 -2.144351 -2.578846 0.00 0.07 0.11
C 1.440900 -2.580689 -1.316690 0.04 0.00 0.02
O 1.814419 -1.783870 -0.319338 0.16 0.15 -0.16
C 0.569178 -3.080633 -3.550167 0.01 0.03 0.05
H -0.188698 -1.000941 -6.118887 0.00 -0.01 0.01
H 0.588229 0.684856 -4.443561 0.01 -0.06 0.03
H 1.473235 -3.652965 -1.117963 0.06 0.04 0.03
H 0.566655 -4.136264 -3.302438 0.00 0.02 -0.02
O 0.396502 0.508960 0.300175 -0.10 0.00 0.11
C -0.570728 0.725468 1.200904 0.09 -0.02 -0.06
C -1.749859 -0.233911 0.949796 -0.09 0.17 0.15
C -1.698217 -1.346995 0.173400 0.00 -0.10 -0.09
C -2.935103 -2.059515 0.128714 0.08 0.00 -0.08
C -3.909560 -1.470468 0.871566 0.00 0.06 0.08
S -3.329681 -0.045976 1.634310 0.10 0.07 -0.01
C -0.040847 0.497122 2.656664 -0.16 0.02 0.18
C 1.350342 0.894112 2.996964 0.03 -0.05 0.14
C 1.414377 1.503875 4.344234 0.20 0.00 -0.12
C 0.243973 1.550328 4.978058 -0.15 -0.04 0.04
S -1.109173 0.905521 4.079307 -0.07 -0.07 -0.16
C -0.999344 2.195373 1.055316 -0.15 -0.07 -0.03
C -0.706224 3.278830 1.825186 0.09 0.17 0.06
C -1.120283 4.512842 1.239745 0.01 -0.04 0.10
C -1.728371 4.336315 0.034588 0.00 -0.01 -0.02
S -1.781812 2.682729 -0.399904 0.01 -0.07 0.01
H -0.799710 -1.629846 -0.360972 -0.07 0.01 0.05
H -3.084857 -2.960104 -0.454635 0.01 0.06 0.05
H -4.938681 -1.773644 1.008368 0.11 -0.02 -0.04
H 2.013309 1.212340 2.195780 -0.01 -0.01 -0.02
H 2.344895 1.870447 4.763715 -0.09 -0.05 -0.04
H 0.064035 1.906472 5.985398 0.06 -0.01 -0.08
H -0.185597 3.214447 2.773953 -0.07 0.01 -0.11
H -0.965760 5.480236 1.702722 -0.01 -0.05 -0.04
H -2.131701 5.089291 -0.628643 0.04 -0.06 0.08

=====

No. 6
26
Properties=species:S:1:pos:R:3:forces:R:3 method="wB97M-V/def2-TZVPD" e_homo_ev=-4.34 lumo_ha=0.1248 total_charge=-1 gap_ev=7.73 relative_energy_kj_mol=92.8
C 2.126764 0.354873 -2.374254 -0.25 -0.92 -1.39
C 0.966391 -0.367069 -0.161491 -0.92 1.72 -2.31
C -0.676067 1.225739 -0.016426 1.59 -1.67 0.23
C 1.154615 0.513204 -1.270858 0.40 -1.89 2.06
C 0.186021 1.511497 -1.106352 -0.38 -0.04 0.02
C -1.697804 2.104660 0.339896 0.00 0.41 0.15
C -1.786534 3.313585 -0.353046 0.33 -1.50 -0.51
C 0.001673 2.661254 -1.835276 1.14 1.07 -1.72
C -0.938999 3.568453 -1.477675 -1.74 0.74 1.14
N -0.139127 0.030280 0.508031 -1.38 -0.22 1.82
H -0.484172 -0.648777 1.257946 0.27 1.14 -1.22
H 1.372736 -1.303244 0.155021 0.49 -0.28 -0.06
H -2.415171 1.896208 1.137150 0.36 -0.05 -0.16
H 2.835480 -0.425934 -2.122496 0.64 0.30 0.28
H 2.590494 1.257826 -2.773588 0.31 0.13 0.55
H -2.633393 3.906865 -0.079803 -0.13 0.76 -0.13
H 0.674123 2.893070 -2.696519 -0.61 -0.31 0.69
H -1.130394 4.472706 -2.047466 0.26 -0.05 0.00
H 1.698931 -0.097588 -3.304951 -0.37 0.35 0.57
C -0.388067 -4.427119 2.895120 2.14 -1.22 -0.88
C -0.055955 -3.133427 2.208944 -2.02 2.09 0.36
O -0.849003 -2.828919 1.285775 -0.23 -0.07 -1.13
O 0.756610 -2.320500 2.685342 1.27 -0.32 0.48
H 0.629558 -4.910048 2.970453 -1.13 -0.38 -0.18
H -1.129774 -4.944627 2.261055 0.54 -0.12 0.67
H -0.668929 -4.302967 3.915475 -0.59 0.34 0.68

=====

These records have electronic energy values of -80952.5020; -10183.6627; -30475.3489; -16246.6519; -111571.6767; -17188.4089 eV, in the order they appear.